A molecular structure, C16H30IrN3OPSi. Source: OMol25; level of theory: the ωB97M-V functional and the def2-TZVPD basis.

Geometry as XYZ:
```
53
Properties=species:S:1:pos:R:3
Ir -0.05306 -0.00550 0.09281
Si 1.28462 0.33071 -1.82398
P -1.25843 -1.54528 -1.00105
N 0.85378 -1.04443 1.28647
H -1.74993 0.03250 0.17206
C -2.76302 -2.24913 -0.26975
H -3.15598 -3.05848 -0.90121
H -3.51713 -1.45858 -0.18465
H -2.53901 -2.63715 0.73075
C -1.77538 -1.12215 -2.69322
H -2.31523 -1.97634 -3.12191
H -0.91797 -0.89162 -3.33409
H -2.44293 -0.25308 -2.67368
C -0.20851 -3.03242 -1.20578
H -0.74475 -3.79633 -1.78480
H 0.03897 -3.44821 -0.22209
H 0.72742 -2.79239 -1.72122
C 0.76576 1.64257 -3.08819
H 0.57933 2.61013 -2.60608
H -0.13188 1.34125 -3.64048
H 1.60595 1.74438 -3.79091
H 2.58982 0.81927 -1.27628
H 1.51924 -0.93497 -2.59381
C 1.87365 -1.78612 1.68772
C 2.81926 -3.18643 3.45181
C 1.80038 -2.37218 2.99123
C 3.03618 -2.03681 0.87735
C 4.04023 -2.85740 1.35977
C 3.93625 -3.42932 2.63688
H 2.73085 -3.63651 4.44237
H 0.89896 -2.14077 3.55908
H 3.08217 -1.56347 -0.10961
H 4.91552 -3.06715 0.73999
H 4.73665 -4.08217 2.99475
C -2.34856 2.42463 -0.85380
O -1.24953 1.86577 -1.04058
C -2.88717 2.73297 0.49622
H -3.93801 3.02705 0.39934
H -2.33102 3.57532 0.93030
H -2.78508 1.88616 1.18328
C -3.12309 2.97843 -2.01784
H -4.17243 2.67230 -1.94358
H -2.69021 2.64117 -2.96277
H -3.11133 4.07487 -1.98452
N 0.91841 2.81015 3.04865
C 1.34209 3.57473 1.96956
C 1.06718 2.85144 0.84009
N 0.51263 1.63721 1.24744
C 0.40992 1.64372 2.57647
H 1.01001 3.03482 4.03309
H 1.80645 4.53826 2.07341
H 1.26082 3.06582 -0.19514
H 0.04714 0.84872 3.22016
```

The gap between HOMO and LUMO (alpha / beta) comes out at 3.655 / 5.338 eV. As for the spin multiplicity: 6. The value obtained for the HOMO energy (alpha / beta) is -0.123 / -0.267 Ha.